P:
Entry from the OMol25 dataset: a molecular structure, C33H36BN9STa (wB97M-V/def2-TZVPD).

The geometry in XYZ format:
```
81
Properties=species:S:1:pos:R:3
Ta -0.1384 0.1619 -0.1544
C -0.5399 1.4009 3.5183
C 0.0908 0.1092 3.1441
C 0.6627 -0.7934 4.0102
C 1.1406 -1.8348 3.2254
N 0.8585 -1.5946 1.9472
N 0.1972 -0.3720 1.8519
B 1.3205 -2.3955 0.6989
N 2.2762 -1.4184 -0.0988
C 3.5760 -1.4718 -0.3818
C 3.9970 -0.2542 -0.9280
C 2.8888 0.5589 -0.9530
C 2.7276 1.9723 -1.3894
N 1.8288 -0.1459 -0.4395
N -0.0069 -2.6217 -0.1908
C -0.5109 -3.7775 -0.6106
C -1.7838 -3.5768 -1.1537
C -2.0459 -2.2303 -1.0357
C -3.2521 -1.4435 -1.4029
N -0.9551 -1.6419 -0.4445
N 1.9114 -3.7016 1.0080
C 1.4026 -4.6943 1.8158
C 2.1793 -5.7956 1.6502
C 3.1632 -5.4277 0.6844
C 4.2785 -6.2586 0.1655
N 2.9866 -4.1737 0.3057
H -0.3668 1.5792 4.5774
H -1.6221 1.3703 3.3760
H -0.1024 2.2416 2.9771
H 0.7344 -0.7039 5.0814
H 1.6788 -2.7251 3.5119
H 4.1069 -2.3931 -0.1846
H 4.9990 -0.0049 -1.2369
H 3.0594 2.1003 -2.4202
H 3.3422 2.6310 -0.7731
H 1.6911 2.3156 -1.3108
H 0.0529 -4.6918 -0.4885
H -2.4372 -4.3339 -1.5558
H -3.5484 -1.6479 -2.4316
H -3.0966 -0.3689 -1.2815
H -4.0914 -1.7322 -0.7668
H 0.5280 -4.5425 2.4305
H 2.0754 -6.7476 2.1430
H 4.0526 -7.3171 0.2720
H 5.1928 -6.0588 0.7272
H 4.4775 -6.0405 -0.8826
C 1.5769 -4.2982 -5.5477
C 2.3480 -3.2207 -4.7292
C 2.7005 -3.7793 -3.3531
C 3.6545 -2.8823 -5.5038
C 1.5054 -1.9930 -4.6708
C 1.1054 -1.3736 -5.9087
C 0.3218 -0.2597 -5.9437
C -0.0900 0.2832 -4.7144
S -1.0795 1.6595 -4.4838
C -0.9632 1.4383 -2.7747
N -0.2265 0.4078 -2.3707
C 0.2955 -0.2956 -3.4634
C 1.0787 -1.4209 -3.4437
C -1.5752 2.2781 -1.7803
C -2.3957 3.3514 -2.0906
C -2.9507 4.1109 -1.0582
C -2.6786 3.7852 0.2577
C -1.8455 2.7012 0.5692
C -1.2725 1.9213 -0.4332
H 2.2097 -5.1838 -5.6007
H 1.3657 -3.9881 -6.5695
H 0.6413 -4.5684 -5.0568
H 3.2999 -4.6797 -3.4763
H 1.8126 -4.0619 -2.7817
H 3.2957 -3.0758 -2.7668
H 4.2514 -3.7928 -5.5513
H 4.2300 -2.1159 -4.9836
H 3.4750 -2.5584 -6.5274
H 1.4371 -1.8151 -6.8379
H 0.0239 0.1918 -6.8814
H 1.3745 -1.8857 -2.5130
H -2.6167 3.6108 -3.1200
H -3.5913 4.9516 -1.2913
H -3.1064 4.3716 1.0608
H -1.6659 2.4990 1.6145
```

Its charge is +4. The LUMO energy (alpha / beta) comes out at -13.5 / -15.0 eV. As for the expectation value of S²: 0.7726. Its spin multiplicity is 2. For the orbital gap (alpha / beta), the calculation gives 5.263 / 3.823 eV.

Atomic partial charges in e from the Mulliken method, atoms 1 to 5:
1 Ta 0.269
2 C -1.552
3 C 0.719
4 C -1.589
5 C 0.100

***

Q:
Entry from the OMol25 dataset: a molecular structure, C33H36BN9STa (wB97M-V/def2-TZVPD).

The geometry in XYZ format:
```
81
Properties=species:S:1:pos:R:3
Ta -1.5271 -0.3486 -0.1612
C -1.5739 0.2231 3.3963
C -0.7478 -0.8685 2.8174
C 0.0173 -1.8014 3.4345
C 0.5967 -2.6009 2.4176
N 0.2115 -2.1778 1.2396
N -0.6334 -1.0907 1.4234
B 0.4786 -2.8054 -0.2041
N 0.9295 -1.5828 -1.1320
C 2.0094 -1.5029 -1.8942
C 1.8951 -0.4080 -2.7650
C 0.6860 0.1708 -2.4968
C -0.0302 1.2892 -3.1752
N 0.0961 -0.5278 -1.4600
N -0.9397 -3.2408 -0.7254
C -1.4039 -4.3639 -1.2600
C -2.6555 -4.1456 -1.8336
C -2.9415 -2.8221 -1.6334
C -4.0750 -2.0182 -2.1828
N -1.9030 -2.2606 -0.9075
N 1.5252 -3.8047 -0.1344
C 1.7197 -5.1284 -0.4504
C 2.9866 -5.4615 -0.0957
C 3.5529 -4.2909 0.4527
C 4.9511 -4.1277 1.0017
N 2.7044 -3.2882 0.4424
H -1.4305 0.2503 4.4743
H -1.2782 1.1982 3.0021
H -2.6362 0.0606 3.2050
H 0.1668 -1.9150 4.4973
H 1.2728 -3.4422 2.4846
H 2.7932 -2.2387 -1.7828
H 2.6038 -0.1210 -3.5257
H 0.5368 1.6346 -4.0375
H -1.0014 0.9583 -3.5504
H -0.1763 2.1503 -2.5187
H -0.8321 -5.2756 -1.2214
H -3.2552 -4.8696 -2.3629
H -4.6898 -2.6504 -2.8204
H -4.7222 -1.5960 -1.4173
H -3.7010 -1.2055 -2.8124
H 0.9796 -5.7489 -0.9242
H 3.4590 -6.4232 -0.2151
H 5.5059 -5.0581 0.9101
H 5.4928 -3.3590 0.4552
H 4.9185 -3.8548 2.0541
C 3.1449 5.0430 -1.4463
C 2.9601 3.9581 -0.3235
C 3.7720 4.4273 0.9345
C 3.5049 2.6238 -0.8172
C 1.5389 3.9261 0.0429
C 0.9038 5.1755 0.4821
C -0.4176 5.2477 0.7925
C -1.1604 4.0597 0.6870
S -2.8063 3.8882 1.0770
C -2.7531 2.2146 0.6982
N -1.5484 1.7631 0.2643
C -0.5793 2.8069 0.2633
C 0.7413 2.7325 -0.0339
C -3.8343 1.3049 0.8638
C -5.0554 1.6754 1.4229
C -6.0115 0.6875 1.6580
C -5.7297 -0.6315 1.3442
C -4.5130 -0.9975 0.7423
C -3.5389 -0.0397 0.4848
H 4.1899 4.9805 -1.7516
H 2.9620 6.0518 -1.0831
H 2.5155 4.8514 -2.3142
H 4.8003 4.5584 0.5936
H 3.7520 3.6791 1.7258
H 3.4333 5.3775 1.3431
H 4.5627 2.7369 -1.0503
H 3.0055 2.2973 -1.7339
H 3.4283 1.8361 -0.0624
H 1.5189 6.0608 0.5614
H -0.8717 6.1755 1.1191
H 1.2151 1.8037 -0.3200
H -5.2807 2.7020 1.6918
H -6.9677 0.9511 2.0910
H -6.4680 -1.3979 1.5484
H -4.3486 -2.0399 0.4973
```

Its charge is +4. The LUMO energy (alpha / beta) comes out at -13.6 / -14.8 eV. As for the expectation value of S²: 0.7760. Its spin multiplicity is 2. For the orbital gap (alpha / beta), the calculation gives 4.970 / 3.726 eV.

Atomic partial charges in e from the Mulliken method, atoms 1 to 5:
1 Ta 0.635
2 C -1.021
3 C 0.584
4 C -1.676
5 C 0.390

***

Stability order, top to bottom: P, Q

***

P:
Entry from the OMol25 dataset: a gas-phase ion, C6H7N2 (charge +1) (wB97M-V/def2-TZVPD).

The geometry in XYZ format:
```
15
Properties=species:S:1:pos:R:3
C 0.6742 1.0659 0.2859
C 1.3269 0.1804 -0.4656
C -0.6610 -0.8098 -0.7463
C -0.7514 1.4920 2.9562
C -1.1245 0.6798 1.9614
C 1.1449 -1.1600 -2.5015
N -0.4945 0.7847 0.6913
N 0.5417 -0.5791 -1.2554
H -1.4115 -1.3611 -1.1542
H -1.3362 1.5089 3.7775
H 0.0848 2.2804 2.8698
H -1.9208 0.0122 2.0829
H 2.1813 -0.8787 -2.6964
H 0.4411 -0.9222 -3.3558
H 1.3048 -2.2934 -2.4497
```

Its charge is +1. The LUMO energy (alpha / beta) comes out at -6.7 / -7.0 eV. For the orbital gap (alpha / beta), the calculation gives 6.786 / 6.543 eV.

Atomic partial charges in e from the Mulliken method, atoms 1 to 5:
1 C 0.295
2 C -0.184
3 C -0.186
4 C -0.684
5 C 0.152

***

Q:
Entry from the OMol25 dataset: a gas-phase ion, C6H7N2 (charge +1) (wB97M-V/def2-TZVPD).

The geometry in XYZ format:
```
15
Properties=species:S:1:pos:R:3
C -1.3528 -0.9627 -1.1747
C -2.0270 -1.7899 -0.4945
C 0.0205 0.0714 1.7024
C -0.1010 1.0997 0.6288
C 1.1583 0.3250 0.7650
C -0.3512 0.0649 -0.7722
N -0.9614 0.0464 -2.0539
N 1.0793 -0.4245 -0.5281
H 0.1273 0.3225 2.7421
H -0.5295 -0.8661 1.6268
H -0.3777 2.1516 0.9715
H 2.1145 0.9305 0.7508
H -1.5716 0.7130 -2.4510
H 1.6282 -0.2534 -1.3100
H 1.1442 -1.4283 -0.4029
```

Its charge is +1. The LUMO energy comes out at -4.9 eV. For the orbital gap, the calculation gives 9.160 eV.

Atomic partial charges in e from the Mulliken method, atoms 1 to 5:
1 C 0.318
2 C -0.638
3 C -0.561
4 C 0.018
5 C -0.225

***

Stability order, top to bottom: Q, P

***

P:
Entry from the OMol25 dataset: a single C3H4Cl2S molecule (wB97M-V/def2-TZVPD).

The geometry in XYZ format:
```
10
Properties=species:S:1:pos:R:3
C 1.4834 0.3320 0.2662
C -0.0790 0.4401 0.4217
C -0.9435 -0.3497 -0.4053
H 2.0041 0.5771 1.2310
H 2.0078 1.0036 -0.5348
H -0.4871 0.4118 1.4940
H -0.7315 -0.4862 -1.4595
S -2.2500 -1.0820 0.0904
Cl 1.8932 -1.3454 -0.0984
Cl -0.1025 2.1261 -0.1294
```

The LUMO energy comes out at -0.8 eV. As for the structure (SMILES): S=C[C@H](Cl)CCl. For the orbital gap, the calculation gives 8.472 eV.

Atomic partial charges in e from the Mulliken method, atoms 1 to 5:
1 C -0.574
2 C 0.228
3 C -0.329
4 H 0.332
5 H 0.322

***

Q:
Entry from the OMol25 dataset: a single C3H4Cl2S molecule (wB97M-V/def2-TZVPD).

The geometry in XYZ format:
```
10
Properties=species:S:1:pos:R:3
C -0.8253 0.3471 -0.6681
C -0.0963 -0.0453 0.5822
C 1.2148 -0.3897 0.3406
H -1.8824 0.4768 -0.4097
H -0.6046 -0.3875 -1.4843
H -0.3523 0.8361 1.2734
H 1.8943 0.5490 0.2731
S 1.9293 -1.8264 0.1227
Cl -0.3579 1.9388 -1.3567
Cl -0.9196 -1.4989 1.3269
```

The LUMO energy comes out at -0.8 eV. As for the structure (SMILES): S=C[C@H](Cl)CCl. For the orbital gap, the calculation gives 8.292 eV.

Atomic partial charges in e from the Mulliken method, atoms 1 to 5:
1 C -0.555
2 C 0.247
3 C -0.369
4 H 0.328
5 H 0.324

***

Stability order, top to bottom: Q, P

***

P:
Entry from the OMol25 dataset: a gas-phase ion, CH3N2S (charge +1) (wB97M-V/def2-TZVPD).

The geometry in XYZ format:
```
7
Properties=species:S:1:pos:R:3
C -0.2936 0.0979 0.0437
N -0.7801 -1.1294 0.1056
N 0.8414 0.6328 0.1468
S -1.9521 0.3502 -0.0361
H -0.5745 -1.6409 -0.7324
H 1.7052 0.0750 0.5501
H 1.0536 1.6145 -0.0778
```

Its charge is +1. The LUMO energy comes out at -5.8 eV. For the orbital gap, the calculation gives 9.617 eV.

Atomic partial charges in e from the Mulliken method, atoms 1 to 5:
1 C 0.541
2 N -0.343
3 N -0.287
4 S 0.138
5 H 0.313

***

Q:
Entry from the OMol25 dataset: 2 unconnected molecules or ions with the total composition CH3N2S (wB97M-V/def2-TZVPD).

The geometry in XYZ format:
```
7
Properties=species:S:1:pos:R:3
C 0.3764 -0.2386 -0.4248
N 0.7772 -1.4201 -0.3646
N -1.0602 1.1794 0.9494
S 1.7951 -0.2137 -1.3966
H 0.8141 -2.2968 0.1333
H -1.9489 0.9113 0.5273
H -0.7538 2.0785 0.5761
```

Its charge is +1. The LUMO energy (alpha / beta) comes out at -8.2 / -8.2 eV. For the orbital gap (alpha / beta), the calculation gives 6.850 / 6.848 eV.

Atomic partial charges in e from the Mulliken method, atoms 1 to 5:
1 C 0.281
2 N -0.115
3 N -0.287
4 S 0.139
5 H 0.335

***

Stability order, top to bottom: P, Q

***

P:
Entry from the OMol25 dataset: a single C6H10NO2P molecule (wB97M-V/def2-TZVPD).

The geometry in XYZ format:
```
20
Properties=species:S:1:pos:R:3
C 0.6406 2.4217 2.8917
C 0.1548 1.8858 1.9291
C 0.3023 1.1439 -0.4801
C -0.5560 1.2546 0.7867
C 1.7194 -0.6334 -1.5389
C -1.8369 -1.8465 -0.6750
N 0.6679 -0.3134 -0.7179
O 0.4333 -2.4542 0.8570
O -1.0164 -0.0622 1.2215
P -0.2523 -1.3689 0.2145
H 1.0222 2.9752 3.7795
H -0.3824 1.4299 -1.3134
H 1.1752 1.7125 -0.3947
H -1.4323 1.8545 0.5701
H 2.6367 -0.4542 -1.0164
H 1.6857 -1.7671 -1.6692
H 1.5516 0.0498 -2.3058
H -2.4377 -1.8096 0.2842
H -2.1307 -1.0879 -1.3753
H -1.9450 -2.9306 -1.0476
```

The LUMO energy comes out at 0.7 eV. As for the structure (SMILES): C#C[C@H]1CN(C)[P@@](C)(=O)O1. For the orbital gap, the calculation gives 9.956 eV.

Atomic partial charges in e from the Mulliken method, atoms 1 to 5:
1 C 0.259
2 C -1.059
3 C -0.920
4 C 0.619
5 C -0.925

***

Q:
Entry from the OMol25 dataset: a single C6H10NO2P molecule (wB97M-V/def2-TZVPD).

The geometry in XYZ format:
```
20
Properties=species:S:1:pos:R:3
C 0.2986 -2.8232 -0.3973
C -0.1723 1.1381 -0.2509
C 1.2015 0.4750 -0.2650
C -1.2521 0.1158 -0.5975
C 1.1959 -0.7505 0.6470
C -1.1628 -1.0922 0.3402
N 0.1567 -1.6737 0.2135
O 2.8136 -1.5071 -2.0844
O 1.5472 -3.2105 -0.6422
P 2.9295 -2.7912 -1.3965
H -0.3676 1.5554 0.7409
H -0.1905 1.9612 -0.9687
H 1.4491 0.1574 -1.2789
H 1.9733 1.1717 0.0657
H -2.2420 0.5669 -0.5238
H -1.1098 -0.2310 -1.6231
H 2.1711 -1.2473 0.6365
H 0.9793 -0.4540 1.6804
H -1.3217 -0.7738 1.3767
H -1.9032 -1.8484 0.0764
```

The LUMO energy (alpha / beta) comes out at -0.2 / -0.2 eV. For the orbital gap (alpha / beta), the calculation gives 8.241 / 8.240 eV.

Atomic partial charges in e from the Mulliken method, atoms 1 to 5:
1 C -0.305
2 C -0.685
3 C -0.336
4 C -0.541
5 C -0.841

***

Stability order, top to bottom: Q, P

***

P:
Entry from the OMol25 dataset: 2 unconnected molecules or ions with the total composition C2H3NOS3 (wB97M-V/def2-TZVPD).

The geometry in XYZ format:
```
10
Properties=species:S:1:pos:R:3
C 1.9980 -0.8725 0.1678
C -1.7904 0.1633 0.3439
N 2.3589 0.2439 -0.0190
O 1.7616 -2.0361 0.2586
S -1.4553 0.8336 -1.1438
S -0.2638 -0.6375 -2.1561
S -2.7568 1.1405 1.3639
H 1.1015 -0.2824 -1.7175
H 2.0486 1.1537 0.4273
H -3.0022 0.2933 2.4749
```

The LUMO energy comes out at -0.3 eV. For the orbital gap, the calculation gives 8.607 eV.

Atomic partial charges in e from the Mulliken method, atoms 1 to 5:
1 C 0.636
2 C 0.002
3 N -0.482
4 O -0.435
5 S 0.004

***

Q:
Entry from the OMol25 dataset: 2 unconnected molecules or ions with the total composition C2H3NOS3 (wB97M-V/def2-TZVPD).

The geometry in XYZ format:
```
10
Properties=species:S:1:pos:R:3
C 0.1374 1.0450 -1.8462
C -0.5841 -0.2390 1.9179
N -1.0467 1.1042 -1.9907
O -1.2226 -0.2187 0.9258
S 1.6141 1.3449 -1.8075
S 0.9027 -1.2118 2.0895
S 1.1756 -1.8889 0.1257
H -1.6301 0.4589 -1.5796
H -0.8399 0.4715 2.7726
H 1.4936 -0.8661 -0.6076
```

The LUMO energy comes out at 0.0 eV. As for the structure (SMILES): N=C=S.O=CSS. For the orbital gap, the calculation gives 9.681 eV.

Atomic partial charges in e from the Mulliken method, atoms 1 to 5:
1 C 0.534
2 C 0.102
3 N -0.426
4 O -0.345
5 S -0.399

***

Stability order, top to bottom: Q, P